No. 1
Here is one molecule with the formula C6H8BrN2O3P at a distorted geometry from the OMol25 dataset. Energies are from wB97M-V/def2-TZVPD.

The geometry in XYZ format:
```
21
C6H8BrN2O3P wB97M-V/def2-TZVPD
C -0.55457 -1.24472 -2.21933
O -0.87146 -0.07398 -1.54451
P -0.58625 0.31526 -0.00226
O -1.97170 -0.09271 0.67599
C -2.05453 -0.31580 2.08794
N 0.48794 -0.60351 0.69579
C 1.77914 -0.93397 0.70762
O 2.29007 -1.98751 0.91977
C 2.85213 0.13817 0.11766
Br 4.61568 -0.23011 -0.28967
C 2.03189 1.19634 -0.05764
N 1.11447 2.06427 0.15881
C -0.40005 2.13682 -0.17038
H 0.42400 -1.24508 -2.54448
H -1.23223 -1.36237 -3.16052
H -0.71459 -2.27139 -1.92252
H -0.92233 -0.56948 2.33920
H -2.78781 -1.04702 2.16904
H -2.22592 0.61562 2.57844
H -0.75766 2.80159 0.59805
H -0.51624 2.70957 -1.13698
```

HOMO-LUMO gap   8.6 eV
SMILES   COP1(OC)=NC(=O)C(Br)=C=NC1

***

No. 2
Here is C5H7N2O as an isolated structure at a distorted geometry from the OMol25 dataset. Energies are from wB97M-V/def2-TZVPD.

The geometry in XYZ format:
```
15
C5H7N2O wB97M-V/def2-TZVPD
C -0.64028 -0.15380 1.28128
C -2.64544 -0.75170 1.90881
C -1.39923 -0.86859 2.40778
C 0.17139 0.64781 -0.26124
C -0.57145 0.53131 -1.55166
N -0.75894 1.02181 0.78916
N 0.31936 -0.64542 0.52168
O -3.60729 -0.66103 1.36213
H -0.96826 -1.83855 2.47725
H -1.37851 -0.45201 3.35577
H 1.16971 1.29379 -0.28344
H -0.02445 -0.23071 -2.21256
H -0.87993 1.52685 -2.00145
H -1.53244 -0.01579 -1.34304
H 0.92809 -1.39600 0.49395
```

Total charge   +1
HOMO-LUMO gap   8.2 eV

***

No. 3
Here is an isolated ion of composition C5H8N and charge +1 at a distorted geometry from the OMol25 dataset. Energies are from wB97M-V/def2-TZVPD.

The geometry in XYZ format:
```
14
C5H8N wB97M-V/def2-TZVPD
C 1.54787 0.37865 -0.10182
N 0.43176 -0.48172 0.42368
C -0.14517 -1.48327 -0.42755
C -1.22388 -0.47188 -0.26222
C -1.33965 0.99415 -0.22847
C -0.87236 0.14188 1.02360
H 1.73304 1.32306 0.45661
H 2.49092 -0.13219 0.22263
H 1.65717 0.55446 -1.18520
H -0.22622 -2.35874 0.20473
H 0.39701 -1.57045 -1.34935
H -2.44430 1.32652 -0.02645
H -0.86750 1.62622 -0.86102
H -1.13871 0.15332 2.11084
```

Total charge   +1
HOMO-LUMO gap (spin up / spin down)   9.2 / 9.2 eV
SMILES   C[N@+]12C[C@]13C[C@@H]32

***

No. 4
Here is C32H35N6O4S2V as an isolated structure from the OMol25 dataset. Energies are from wB97M-V/def2-TZVPD.

The geometry in XYZ format:
```
80
C32H35N6O4S2V wB97M-V/def2-TZVPD
V 0.25566 -0.49155 -1.35872
C 1.69874 3.49100 -1.52438
C 1.98848 3.05751 -2.96460
C 1.59452 1.60917 -3.32280
N 1.85545 0.64560 -2.25743
C 3.10222 0.39054 -1.96718
C 4.21470 0.89424 -2.69697
C 5.56457 0.91507 -2.41162
C 6.26898 0.44357 -1.30973
C 5.71410 -0.30283 -0.27280
C 4.43345 -0.78328 -0.10604
C 3.25219 -0.61928 -0.89046
N 2.16277 -1.30501 -0.69526
C 2.23214 -2.51996 0.09481
C 1.78596 -2.28441 1.53145
C 0.31885 -1.88314 1.51619
N 0.08739 -0.61012 0.85596
C -0.14791 0.44438 1.57221
C 0.09211 0.49227 2.98739
C -0.32493 1.36825 3.96059
C -1.11699 2.51101 3.86427
C -1.55545 3.06290 2.66944
C -1.30516 2.70781 1.35738
C -0.59827 1.61306 0.77587
N -0.37918 1.48607 -0.50627
C -0.71374 2.61186 -1.37226
C 0.23574 3.80109 -1.20678
H 2.05831 2.72055 -0.83840
H 2.28942 4.38873 -1.31283
H 1.46981 3.73143 -3.65769
H 3.05851 3.18631 -3.14351
H 0.54735 1.52904 -3.57911
H 2.11866 1.31363 -4.24065
H 3.95901 1.36786 -3.63457
H 6.16902 1.40768 -3.16974
H 7.33136 0.65376 -1.26626
H 6.40010 -0.57913 0.52433
H 4.29010 -1.37079 0.79075
H 1.55540 -3.24557 -0.36462
H 3.23273 -2.95387 0.04408
H 1.89825 -3.21256 2.10187
H 2.39937 -1.51480 2.01302
H -0.20995 -2.63730 0.93737
H -0.10548 -1.88513 2.52363
H 0.71852 -0.31201 3.34950
H 0.01078 1.11570 4.96389
H -1.39056 3.01426 4.78425
H -2.17910 3.94832 2.77120
H -1.75970 3.37294 0.63710
H -0.68623 2.26954 -2.39728
H -1.74886 2.93738 -1.21843
H -0.11567 4.61026 -1.85903
H 0.17586 4.17307 -0.18017
C -5.56270 -1.52881 4.26281
C -4.81654 -1.93212 3.01761
C -3.66910 -2.71295 3.08602
C -2.95258 -3.03499 1.94147
C -3.37105 -2.57746 0.70216
C -4.54345 -1.83347 0.61638
C -5.25084 -1.50955 1.76385
S -2.39521 -2.85935 -0.78911
O -3.38374 -3.33062 -1.74093
O -1.35501 -3.78844 -0.40742
N -1.79472 -1.46114 -1.14966
C -2.76589 -0.52373 -1.70233
C -2.13102 0.29951 -2.80976
O -2.82277 1.01729 -3.52464
O -0.85430 0.16215 -2.90548
H -5.28138 -2.15389 5.11139
H -6.64213 -1.61158 4.12010
H -5.34327 -0.49177 4.52872
H -3.32437 -3.06905 4.05154
H -2.06883 -3.65414 1.99769
H -4.89799 -1.51455 -0.35449
H -6.15511 -0.91451 1.68455
H -3.12479 0.19012 -0.94554
H -3.63821 -1.01889 -2.13162
S 0.67294 -2.27109 -3.31138
C 2.12781 -3.04825 -3.07512
N 3.14082 -3.60386 -2.93777
```

Total charge   -2
Spin multiplicity   3
HOMO-LUMO gap (spin up / spin down)   6.0 / 6.1 eV

***

No. 5
Here is one molecule with the formula C17H22N2O4S from the OMol25 dataset. Energies are from wB97M-V/def2-TZVPD.

The geometry in XYZ format:
```
46
C17H22N2O4S wB97M-V/def2-TZVPD
C -5.06981 -2.85042 0.66621
C -3.76771 -2.88110 0.45948
C -2.99677 -1.78283 -0.21533
O -1.80771 -1.44505 0.47833
C -0.68309 -2.25032 0.19816
C 0.09317 -1.78852 -1.04635
N 0.82707 -0.55590 -0.82894
C 0.08877 0.67808 -0.92608
C -0.30551 1.25186 0.45446
O -0.57679 2.63416 0.40099
C -1.82243 2.97107 -0.18374
C -2.99896 2.38018 0.53605
C -4.02384 1.80582 -0.06455
C 2.08896 -0.67076 -0.37341
N 2.57305 -1.86061 -0.20721
S 4.17537 -1.83358 0.19030
O 4.95397 -2.39986 -0.87166
O 4.37400 -2.35668 1.50953
C 4.28746 -0.04340 0.19794
C 5.37672 0.74094 0.48087
C 5.20764 2.11937 0.46683
C 3.95965 2.65130 0.18947
C 2.86475 1.84437 -0.09275
C 3.02518 0.46076 -0.10542
H -5.58906 -3.66138 1.14675
H -5.67365 -2.01466 0.35260
H -3.17725 -3.72605 0.78663
H -3.59236 -0.86546 -0.24192
H -2.76801 -2.08073 -1.25022
H -0.02661 -2.17712 1.06778
H -0.97378 -3.29825 0.06582
H 0.82384 -2.55691 -1.30246
H -0.59327 -1.63523 -1.88342
H 0.67083 1.41841 -1.48243
H -0.81777 0.47138 -1.49815
H 0.53130 1.14429 1.14866
H -1.16118 0.69347 0.84886
H -1.84587 2.69185 -1.24657
H -1.86507 4.06371 -0.11297
H -2.95710 2.46202 1.61343
H -4.86309 1.42002 0.48839
H -4.07748 1.72122 -1.13865
H 6.32628 0.28403 0.70884
H 6.04008 2.77135 0.68260
H 3.82376 3.72248 0.19776
H 1.92233 2.33269 -0.26454
```

HOMO-LUMO gap   9.1 eV
SMILES   C=CCOCCN(CCOCC=C)C1=NS(=O)(=O)c2ccccc21

***

No. 6
Here is a 2-piece molecular cluster, C7H12 overall at a distorted geometry from the OMol25 dataset. Energies are from wB97M-V/def2-TZVPD.

The geometry in XYZ format:
```
19
C7H12 wB97M-V/def2-TZVPD
C 0.63218 1.86660 -0.83416
C 1.27220 0.85470 -0.25666
C 2.03951 -0.15821 -1.05479
C 1.04962 0.50605 1.17420
H 0.04670 2.56797 -0.26279
H 0.76096 2.09284 -1.88042
H 1.43922 -1.06620 -1.16210
H 2.26728 0.21096 -2.04629
H 2.96883 -0.43530 -0.55568
H 1.98720 0.24224 1.66395
H 0.59328 1.32937 1.72038
H 0.33650 -0.34268 1.20405
C -1.69609 -0.25888 -1.05909
C -1.94352 -0.83845 -0.03346
C -2.46051 -1.54747 1.12032
H -1.51269 0.17250 -1.99829
H -2.86269 -0.84086 1.84677
H -1.66445 -2.12205 1.59235
H -3.25355 -2.23313 0.82171
```

HOMO-LUMO gap   9.9 eV
SMILES   C=C(C)C.C#CC

***

Energy relative to the best compared isomer or geometry (same formula, charge and spin) list, top to bottom, in eV: 2.862 3.267 6.064 0.000 4.894 2.393